P) 12
Properties=species:S:1:pos:R:3:lowdin_charge:R:1 method="wB97M-V/def2-TZVPD" molar_mass_da=135.21 total_charge=0 e_homo_ev=-8.21 multiplicity=1
C 0.648 -1.200 0.240 -0.56
C 1.450 -0.033 -0.322 -0.54
C -1.788 0.210 -0.140 -0.45
N -1.135 1.287 0.188 -0.34
O -1.666 2.380 0.364 -0.11
S -1.076 -1.367 -0.281 0.89
S 1.085 1.525 0.730 0.74
H 0.895 -2.200 -0.072 0.05
H 0.640 -1.286 1.290 0.05
H 2.590 -0.075 -0.321 0.08
H 1.235 0.382 -1.403 0.10
H -2.876 0.376 -0.273 0.11

Q) 12
Properties=species:S:1:pos:R:3:lowdin_charge:R:1 method="wB97M-V/def2-TZVPD" smiles="O[C@H]1C=CSN1S" molar_mass_da=135.21 total_charge=0 e_homo_ev=-8.12 multiplicity=1
O 1.078 1.259 1.054 -0.06
C 0.528 0.671 -0.167 -0.33
C 1.156 -0.597 -0.624 -0.15
C 0.427 -1.732 -0.479 -0.38
S -1.112 -1.463 0.326 0.83
N -1.076 0.284 0.339 -0.80
S -2.372 1.243 -0.347 0.64
H 1.112 0.626 1.805 0.11
H 0.659 1.365 -1.000 0.13
H 2.077 -0.436 -1.124 0.10
H 0.735 -2.719 -0.531 0.04
H -3.212 1.499 0.747 -0.13

Which of them is the least stable? Correct choice: P).

P) 12
Properties=species:S:1:pos:R:3:lowdin_charge:R:1 method="wB97M-V/def2-TZVPD" molar_mass_da=80.11 total_charge=+1 e_homo_ev=-15.22 multiplicity=1
C 1.770 0.696 0.140 0.15
C 2.295 -0.463 0.099 0.08
C 0.502 1.215 0.044 -0.02
C 1.178 -1.238 -0.125 0.09
C -1.631 0.260 0.077 -0.09
N -0.272 0.152 -0.010 -0.05
H 0.238 2.273 0.076 0.17
H 1.156 -1.724 -1.105 0.14
H 0.744 -1.861 0.635 0.13
H -2.108 -0.435 -0.671 0.12
H -1.981 1.199 -0.368 0.11
H -1.892 -0.075 1.207 0.17

Q) 12
Properties=species:S:1:pos:R:3:lowdin_charge:R:1 method="wB97M-V/def2-TZVPD" molar_mass_da=80.11 total_charge=+1 e_homo_ev=-15.19 multiplicity=1
C -0.178 -0.027 -1.516 -0.06
C 0.332 0.450 -0.203 -0.21
C 1.292 1.367 0.057 0.29
C -1.188 -1.261 0.021 -0.15
C -0.294 -0.366 0.746 0.17
N -0.955 -1.010 -1.368 0.09
H 0.135 0.344 -2.475 0.14
H 1.802 1.398 1.010 0.11
H 1.618 2.070 -0.700 0.12
H -1.052 -2.320 0.285 0.17
H -2.256 -1.096 0.240 0.18
H -0.175 -0.338 1.814 0.15

Which of them is the least stable? Correct choice: P).

P) 9
Properties=species:S:1:pos:R:3:lowdin_charge:R:1 method="wB97M-V/def2-TZVPD" molar_mass_da=92.12 total_charge=0 e_homo_ev=-8.78 multiplicity=1
C 0.287 0.442 0.108 -1.09
H 0.441 0.864 2.120 0.12
H -1.112 1.284 1.289 0.02
H -1.171 -1.048 -0.356 0.31
H 0.453 -1.939 -1.640 0.30
N -0.347 0.742 1.364 0.02
N -0.477 0.135 -0.931 -0.16
O 0.197 -0.346 -2.196 -0.25
S 1.727 -0.134 0.243 0.72

Q) 9
Properties=species:S:1:pos:R:3:lowdin_charge:R:1 method="wB97M-V/def2-TZVPD" smiles=C#[N+][S-].NO molar_mass_da=92.12 total_charge=0 e_homo_ev="-8.62 / -8.62" multiplicity=1
C 2.018 -0.633 0.138 0.06
N 1.287 0.298 0.145 -0.72
S 1.252 1.795 0.167 0.70
H 1.980 -1.667 -0.057 0.07
N -1.375 -0.008 0.511 -0.06
O -0.843 -0.305 -0.824 -0.21
H -2.164 0.660 0.213 0.10
H -0.530 0.560 0.877 -0.01
H -1.624 -0.701 -1.169 0.06

Which of them is the least stable? Correct choice: P).

P) 9
Properties=species:S:1:pos:R:3:lowdin_charge:R:1 method="wB97M-V/def2-TZVPD" smiles="N=C=O.NS" molar_mass_da=92.12 total_charge=0 e_homo_ev=-9.48 multiplicity=1
N 2.519 -1.012 0.254 0.19
C 2.203 0.125 0.015 -0.45
O 2.099 1.262 -0.203 0.15
H 2.109 -1.854 0.000 0.05
N -2.228 0.661 0.151 -0.42
S -1.173 -0.615 -0.317 0.62
H -3.179 0.486 0.317 -0.01
H -1.933 0.994 1.078 0.02
H -0.418 -0.047 -1.295 -0.16

Q) 9
Properties=species:S:1:pos:R:3:lowdin_charge:R:1 method="wB97M-V/def2-TZVPD" molar_mass_da=92.12 total_charge=0 e_homo_ev=-8.95 multiplicity=1
C 3.396 1.025 -0.096 -0.57
N -0.644 0.168 0.107 -0.02
N 0.558 -0.288 0.675 -0.19
O 1.007 -1.416 -0.081 -0.13
S 4.510 0.004 0.085 0.68
H 0.337 -2.098 0.060 0.08
H -1.216 0.574 0.834 0.07
H -0.535 0.813 -0.670 0.07
H 1.343 0.370 0.557 0.02

Which of them is the least stable? Correct choice: Q).

P) 9
Properties=species:S:1:pos:R:3:lowdin_charge:R:1 method="wB97M-V/def2-TZVPD" smiles="NNOC=S" molar_mass_da=92.12 total_charge=0 e_homo_ev=-8.72 multiplicity=1
N -1.044 -0.293 0.186 -0.03
N 0.018 0.268 -0.343 -0.15
O 1.291 -0.534 -0.370 -0.19
C 2.280 0.281 0.129 -0.74
S 3.862 -0.124 0.134 0.63
H -1.455 -1.174 -0.338 0.15
H -1.010 -0.385 1.203 0.10
H -0.132 0.120 -1.393 0.16
H 1.790 1.209 0.406 0.06

Q) 9
Properties=species:S:1:pos:R:3:lowdin_charge:R:1 method="wB97M-V/def2-TZVPD" molar_mass_da=92.12 total_charge=0 e_homo_ev=-9.00 multiplicity=1
C -0.119 0.735 -0.350 -0.36
H -2.520 -1.014 -0.458 0.21
H 0.018 -1.088 0.314 0.08
H -0.835 1.596 -0.089 0.15
H 2.830 0.220 1.445 0.09
N -0.632 -0.619 -0.499 -0.11
N 1.147 0.876 -0.279 -0.48
O -1.939 -0.219 0.132 -0.21
S 2.050 -0.487 -0.216 0.63

R) 9
Properties=species:S:1:pos:R:3:lowdin_charge:R:1 method="wB97M-V/def2-TZVPD" smiles=C1NOSN1 molar_mass_da=92.12 total_charge=0 e_homo_ev=-8.66 multiplicity=1
C 0.757 0.039 -0.094 -0.20
N 0.078 -1.147 -0.161 -0.23
O -1.102 -1.052 0.339 -0.46
S -1.844 0.494 -0.138 0.83
N -0.400 1.338 0.159 -0.38
H 1.360 0.234 0.833 0.11
H 1.338 0.221 -1.049 0.12
H 0.260 -1.568 -1.118 0.16
H -0.447 1.442 1.228 0.05

Which of them is the least stable? Correct choice: Q).

P) 9
Properties=species:S:1:pos:R:3:lowdin_charge:R:1 method="wB97M-V/def2-TZVPD" smiles="N=C=S.NO" molar_mass_da=92.12 total_charge=0 e_homo_ev=-9.39 multiplicity=1
N -0.240 -1.777 -2.442 0.15
C 0.903 -1.990 -2.657 -0.93
S 2.410 -1.941 -3.016 0.67
H -1.204 -1.594 -2.263 0.09
N 0.585 -0.422 0.497 -0.03
O 0.668 0.988 0.139 -0.13
H 1.347 -0.550 1.156 0.07
H -0.300 -0.444 1.050 0.08
H 0.579 1.027 -0.780 0.03

Q) 9
Properties=species:S:1:pos:R:3:lowdin_charge:R:1 method="wB97M-V/def2-TZVPD" molar_mass_da=92.12 total_charge=0 e_homo_ev=-9.27 multiplicity=1
C -2.552 -0.005 0.845 -0.59
N 1.869 0.271 0.216 -0.05
N 0.674 0.545 -0.425 -0.10
O -0.318 -0.704 -0.366 -0.24
S -3.477 0.066 -0.344 0.64
H -0.737 -1.002 -1.193 0.04
H 1.865 0.058 1.279 0.12
H 2.448 -0.429 -0.241 0.08
H 0.227 1.200 0.229 0.09

Which of them is the least stable? Correct choice: Q).